# 1
The following is a quantum chemistry calculation of C37H65AsFeIO10P2Si2 as an isolated structure, from the Open Molecules 2025 dataset.

For the LUMO energy (spin up / spin down), the calculation gives 0.12083 / 0.12083 Ha. The value obtained for the HOMO energy (spin up / spin down) is -1.25 / -1.34 eV. For the energy relative to the best compared isomer or geometry (same formula, charge and spin), the calculation gives 0.085 eV. Its net charge is -2. The spin multiplicity is 6.

Structure (XYZ):
```
119
Properties=species:S:1:pos:R:3:mulliken_charge:R:1
Fe 0.419 0.360 -0.235 0.7064
C -2.843 2.066 3.835 -0.8297
C -1.767 1.102 4.335 0.8064
C -2.054 0.708 5.781 -1.6942
O -1.627 -0.093 3.617 -0.5096
P -1.461 -0.206 1.830 1.7788
O -1.322 -0.488 0.236 -0.1695
C -0.971 -1.963 2.213 -0.9363
P 0.732 -2.243 1.812 0.1867
O 1.340 -1.580 0.641 -0.4792
O 1.451 -1.900 3.199 -0.3215
C 2.873 -1.621 3.206 0.9190
C 3.396 -2.118 4.539 -1.6332
C 3.095 -0.137 3.002 -0.9592
O 0.958 -3.822 1.625 0.3185
C 0.512 -4.769 2.605 0.8076
C 1.705 -5.630 2.974 -1.5152
C -0.623 -5.576 2.003 -1.4045
O -3.097 -0.009 1.805 -0.2830
C -3.877 0.015 0.606 1.3885
C -3.796 1.379 -0.058 -0.5700
C -5.292 -0.339 1.032 -1.8323
H -2.833 2.962 4.464 0.4924
H -3.830 1.603 3.885 0.1622
H -2.658 2.367 2.806 -0.0940
H -0.815 1.656 4.325 0.1068
H -3.016 0.191 5.835 0.3576
H -2.088 1.587 6.432 0.3949
H -1.281 0.029 6.144 0.3337
H -1.603 -2.596 1.591 0.0345
H -1.112 -2.199 3.267 0.7434
H 3.339 -2.178 2.387 0.1662
H 2.899 -1.580 5.349 0.3168
H 4.470 -1.940 4.608 0.4156
H 3.207 -3.185 4.665 0.3094
H 2.598 0.422 3.799 0.2849
H 2.694 0.182 2.041 -0.3960
H 4.165 0.086 3.027 0.5197
H 0.162 -4.233 3.493 0.3466
H 2.075 -6.142 2.084 0.3031
H 1.425 -6.376 3.721 0.3963
H 2.510 -5.014 3.375 0.2433
H -0.282 -6.052 1.082 0.2546
H -1.467 -4.934 1.758 0.2533
H -0.956 -6.347 2.701 0.4602
H -3.496 -0.736 -0.087 -0.4023
H -4.130 2.155 0.637 0.3723
H -4.432 1.409 -0.947 0.5344
H -2.770 1.580 -0.369 -0.6827
H -5.661 0.392 1.756 0.3281
H -5.317 -1.326 1.498 0.3984
H -5.957 -0.341 0.165 0.3864
C -0.208 1.038 1.743 -1.9111
H -0.574 1.927 1.227 0.1133
H 0.367 1.290 2.629 0.6358
C -4.538 6.115 -3.807 -1.4381
C -3.401 5.224 -3.371 0.8647
C -2.760 4.388 -4.274 -1.0273
C -1.716 3.554 -3.879 0.8191
C -1.018 2.662 -4.871 -1.5646
C -1.324 3.553 -2.542 0.5108
C -1.964 4.372 -1.611 1.0268
C -1.561 4.330 -0.162 -0.8521
C -2.986 5.208 -2.044 -1.2185
C -0.193 2.643 -2.106 -0.8032
O 0.948 2.887 -2.468 -0.7624
O -0.588 1.725 -1.298 0.9321
H -4.635 6.121 -4.893 0.3524
H -4.384 7.145 -3.475 0.3391
H -5.489 5.776 -3.388 0.2690
H -3.075 4.383 -5.314 0.2176
H -1.513 2.697 -5.843 0.3567
H -0.998 1.627 -4.522 0.1807
H 0.025 2.959 -4.984 0.3214
H -0.477 4.394 -0.046 0.1449
H -1.854 3.379 0.288 -0.1257
H -2.034 5.140 0.396 0.4755
H -3.482 5.852 -1.322 0.3179
C 2.065 -4.161 -1.544 -0.2498
Si 2.411 -2.566 -2.502 0.4724
C 2.966 -3.192 -4.205 -1.2243
C 3.927 -1.783 -1.693 -0.5704
As 0.786 -0.943 -2.709 -0.0553
Si -1.089 -2.290 -2.764 0.4893
C -1.074 -3.569 -4.170 -1.2163
C -1.507 -3.270 -1.204 0.5418
C -2.560 -1.147 -3.054 -0.7190
H 2.994 -4.740 -1.475 0.4211
H 1.324 -4.777 -2.062 0.2633
H 1.710 -3.961 -0.533 -0.5308
H 3.834 -3.857 -4.128 0.2897
H 3.221 -2.356 -4.859 0.2979
H 2.150 -3.748 -4.676 0.2371
H 4.716 -2.520 -1.501 0.4166
H 3.624 -1.320 -0.752 -0.3327
H 4.336 -1.001 -2.340 0.2678
H -0.378 -4.382 -3.938 0.2661
H -0.760 -3.116 -5.113 0.2737
H -2.069 -4.007 -4.305 0.3312
H -0.644 -3.820 -0.825 -0.3029
H -2.327 -3.978 -1.376 0.5879
H -1.809 -2.537 -0.453 -1.0749
H -2.507 -0.677 -4.039 0.3605
H -2.529 -0.359 -2.296 -0.2595
H -3.518 -1.673 -2.977 0.3446
I 8.604 4.095 -0.881 -0.0199
C 6.619 3.465 -0.594 0.0366
C 5.682 4.380 -0.142 -0.5814
C 4.375 3.952 0.049 -0.3983
C 4.015 2.636 -0.203 -0.2356
C 4.971 1.739 -0.663 -0.1307
C 6.283 2.148 -0.862 -0.5187
C 2.581 2.197 0.027 -0.0340
O 2.389 0.939 -0.176 0.3590
O 1.767 3.022 0.427 -0.5198
H 5.964 5.405 0.055 0.3681
H 3.605 4.632 0.391 0.4269
H 4.666 0.721 -0.866 0.2147
H 7.027 1.451 -1.225 0.4186
```

***

# 2
The following is a quantum chemistry calculation of C4H8AgClO8S2 as an isolated structure, from the Open Molecules 2025 dataset.

For the LUMO energy (spin up / spin down), the calculation gives -0.25570 / -0.37276 Ha. The value obtained for the HOMO energy (spin up / spin down) is -13.33 / -13.30 eV. Its net charge is +1. The spin multiplicity is 2.

Structure (XYZ):
```
24
Properties=species:S:1:pos:R:3:mulliken_charge:R:1
Ag 7.468 -4.413 -18.069 0.8304
Cl 6.933 -2.199 -16.729 0.0198
C 4.040 1.534 -17.060 -0.4280
C 3.855 0.067 -17.400 0.5246
O 2.814 0.049 -18.371 -0.3163
S 2.733 1.435 -19.172 1.0963
O 1.471 2.002 -18.931 -0.5049
O 3.226 1.266 -20.479 -0.5283
O 3.853 2.197 -18.317 -0.3270
H 5.049 1.761 -16.725 0.3068
H 3.310 1.898 -16.337 0.3648
H 3.514 -0.529 -16.555 -0.1902
H 4.751 -0.395 -17.833 0.0761
C 4.334 -3.327 -14.676 0.2120
C 4.146 -2.139 -13.705 -0.2640
O 2.723 -2.023 -13.512 -0.3182
S 1.961 -2.825 -14.653 1.0644
O 2.004 -2.081 -15.864 -0.4695
O 0.771 -3.374 -14.149 -0.5384
O 3.079 -3.980 -14.752 -0.3716
H 5.032 -4.077 -14.314 0.3806
H 4.627 -2.968 -15.680 -0.1428
H 4.521 -1.205 -14.120 0.1947
H 4.559 -2.301 -12.714 0.3287
```

***

# 3
The following is a quantum chemistry calculation of C40H46BrMnN7O2 as an isolated structure at a distorted geometry, from the Open Molecules 2025 dataset.

For the LUMO energy (spin up / spin down), the calculation gives -0.00350 / -0.00884 Ha. The value obtained for the HOMO energy (spin up / spin down) is -6.57 / -8.16 eV. The spin multiplicity is 6.

Structure (XYZ):
```
97
Properties=species:S:1:pos:R:3:mulliken_charge:R:1
Mn -0.037 0.377 0.614 -0.4375
C -3.111 -4.318 1.228 -1.7944
C -2.024 -3.584 0.432 0.8914
C -1.108 -4.600 -0.257 -1.6573
C -2.657 -2.614 -0.549 1.3716
C -3.321 -3.146 -1.647 -0.5402
C -3.920 -2.338 -2.596 -1.8898
C -3.850 -0.965 -2.454 -0.8108
C -3.188 -0.383 -1.379 1.2847
C -3.227 1.125 -1.238 2.0959
C -4.609 1.538 -0.717 -1.7348
C -2.927 1.868 -2.545 -1.7217
C -2.588 -1.204 -0.404 -1.6702
N -1.826 -0.640 0.653 2.1232
C -2.288 -0.831 1.922 -0.4360
O -3.442 -1.082 2.251 -0.7623
C -1.194 -0.663 2.955 0.4488
C -1.295 -0.894 4.311 -1.0052
C -0.145 -0.783 5.088 -0.6892
C 1.060 -0.418 4.499 -0.7989
C 1.073 -0.174 3.140 -0.0853
N -0.030 -0.313 2.408 1.4694
C 2.285 0.175 2.299 -0.5696
O 3.412 0.145 2.782 -0.7636
N 1.936 0.430 1.010 2.3666
C 2.995 0.375 0.053 -1.5487
C 3.295 -0.868 -0.542 1.0884
C 4.342 -0.944 -1.452 -0.6180
C 5.077 0.178 -1.793 -1.4914
C 4.760 1.399 -1.229 -0.2930
C 3.721 1.520 -0.312 1.0699
C 3.432 2.862 0.321 1.8495
C 3.456 4.022 -0.678 -1.6418
C 4.434 3.123 1.453 -1.5849
C 2.530 -2.124 -0.164 2.3036
C 3.243 -2.840 0.989 -1.7144
C 2.343 -3.088 -1.339 -1.9336
H -2.663 -4.998 1.956 0.4576
H -3.745 -4.903 0.558 0.3305
H -3.740 -3.605 1.755 0.3979
H -1.402 -3.019 1.127 -0.2281
H -1.679 -5.314 -0.852 0.3569
H -0.559 -5.163 0.500 0.4907
H -0.384 -4.107 -0.908 0.2849
H -3.372 -4.223 -1.762 0.3486
H -4.447 -2.772 -3.436 0.3917
H -4.332 -0.335 -3.192 0.3504
H -2.471 1.427 -0.512 -0.9133
H -5.373 1.303 -1.460 0.4374
H -4.639 2.613 -0.523 0.3698
H -4.861 0.997 0.197 0.4076
H -3.735 1.736 -3.265 0.3985
H -2.002 1.519 -3.005 0.2175
H -2.825 2.936 -2.345 0.4440
H -2.252 -1.154 4.742 0.5884
H -0.184 -0.996 6.148 0.4567
H 1.975 -0.308 5.065 0.6011
H 4.601 -1.896 -1.897 0.3381
H 5.893 0.103 -2.501 0.3920
H 5.336 2.276 -1.496 0.3468
H 2.432 2.811 0.749 -1.1999
H 4.462 4.200 -1.060 0.3887
H 3.129 4.938 -0.180 0.4195
H 2.799 3.837 -1.530 0.2754
H 5.433 3.266 1.036 0.3643
H 4.466 2.275 2.136 0.3344
H 4.161 4.019 2.017 0.4265
H 1.535 -1.828 0.186 -1.3874
H 4.219 -3.199 0.655 0.4002
H 2.660 -3.698 1.335 0.4076
H 3.408 -2.167 1.830 0.3220
H 3.293 -3.535 -1.634 0.5781
H 1.915 -2.581 -2.206 0.3786
H 1.680 -3.905 -1.048 0.3131
N 0.124 -1.561 -4.371 -0.4046
C 0.333 -0.470 -3.580 -0.3231
C 0.002 -0.501 -2.221 0.0419
N 0.236 0.532 -1.418 2.5474
C 0.803 1.611 -1.983 -0.6540
C 1.121 1.631 -3.322 -1.0905
N 0.893 0.603 -4.136 -0.6399
H -0.546 -2.252 -4.078 0.2381
H 0.248 -1.425 -5.359 0.2733
H -0.474 -1.372 -1.786 -0.2214
H 0.999 2.456 -1.335 0.4521
H 1.565 2.509 -3.772 0.4468
Br 1.181 3.342 3.103 -0.0529
C -0.557 3.495 2.355 0.2896
C -1.181 4.727 2.432 -0.8038
C -2.512 4.814 2.065 -0.6091
C -3.168 3.638 1.726 -1.2239
C -2.445 2.465 1.662 -0.3782
N -1.122 2.383 1.892 0.2963
H -0.633 5.582 2.800 0.4612
H -3.033 5.761 2.076 0.4242
H -4.229 3.622 1.524 0.5639
H -2.943 1.536 1.429 0.9093
```

***

# 4
The following is a quantum chemistry calculation of one molecule with the formula C6H13N3 at a distorted geometry, from the Open Molecules 2025 dataset.

Its SMILES is C/C(N)=N/C(C)=C(\C)N. For the LUMO energy, the calculation gives 0.03197 Ha. The value obtained for the HOMO energy is -6.81 eV. For the energy relative to the best compared isomer or geometry (same formula, charge and spin), the calculation gives 0.652 eV. The spin multiplicity is 1.

Structure (XYZ):
```
22
Properties=species:S:1:pos:R:3:mulliken_charge:R:1
C -2.766 0.483 -0.927 -1.3132
C -1.265 0.376 -0.772 0.7867
N -0.549 1.473 -1.205 -0.4263
N -0.802 -0.778 -0.375 -0.6250
C 0.535 -0.824 -0.078 -0.2240
C 1.402 -1.495 -1.112 -1.1820
C 1.014 -0.261 1.068 1.0778
C 0.082 0.126 2.198 -1.5182
N 2.363 -0.148 1.376 -0.6232
H -3.019 0.721 -1.964 0.3922
H -3.255 -0.455 -0.654 0.3123
H -3.136 1.282 -0.278 0.2924
H 0.441 1.320 -1.351 0.2251
H -0.977 2.043 -1.925 0.2670
H 1.594 -0.821 -1.952 0.2357
H 0.899 -2.387 -1.501 0.3511
H 2.363 -1.822 -0.705 0.4212
H -0.896 -0.359 2.130 0.3414
H 0.506 -0.170 3.165 0.4813
H -0.064 1.211 2.210 0.2934
H 2.559 0.551 2.087 0.2337
H 2.972 -0.066 0.569 0.2005
```